1.
Entry from the Open Molecules 2025 dataset: one molecule with the formula C3H8N2OS (wB97M-V/def2-TZVPD).

Computed properties:
Multiplicity ... 1
Frontier orbital gap ... 10.22 eV
HOMO level ... -9.5 eV

Geometry (Å):
1 N 1.260 -0.782 0.751
2 C 0.142 -0.540 -0.149
3 C 0.270 0.864 -0.762
4 S 1.683 1.052 -1.872
5 C -1.146 -0.796 0.622
6 N -2.099 0.188 0.625
7 O -1.328 -1.872 1.142
8 H 1.450 -1.770 0.834
9 H 2.561 1.516 -0.991
10 H 2.099 -0.367 0.363
11 H 0.159 -1.259 -0.978
12 H -0.599 1.073 -1.393
13 H 0.281 1.595 0.056
14 H -1.780 1.142 0.646
15 H -2.954 -0.044 1.106

2.
Entry from the Open Molecules 2025 dataset: a 2-piece molecular cluster, C3H8N2OS overall (wB97M-V/def2-TZVPD).

Computed properties:
Multiplicity ... 1
Frontier orbital gap ... 4.82 eV
HOMO level ... -7.7 eV

Geometry (Å):
1 N -0.103 1.883 -0.257
2 C -0.236 0.553 0.160
3 C 0.013 -0.557 -0.846
4 S -2.824 -0.534 -0.276
5 C 1.208 -0.238 0.082
6 N 1.424 -1.141 1.143
7 O 2.169 0.421 -0.345
8 H 0.874 2.095 -0.433
9 H -4.136 -0.539 -0.460
10 H -0.532 2.582 0.332
11 H -0.874 0.310 1.000
12 H -0.572 -1.446 -0.608
13 H 0.055 -0.211 -1.866
14 H 2.388 -1.094 1.442
15 H 1.146 -2.086 0.933

Most stable structure - 1; separation to the second - 477.4 kJ/mol.

1.
Entry from the Open Molecules 2025 dataset: C2BrF2IO as an isolated structure (wB97M-V/def2-TZVPD).

Computed properties:
Multiplicity ... 1
Frontier orbital gap (alpha / beta) ... 8.08 / 7.17 eV
HOMO level (alpha / beta) ... -9.6 / -8.8 eV

Geometry (Å):
1 C 1.385 0.912 0.687
2 C -0.542 -1.001 -0.540
3 O 2.527 0.902 1.026
4 F -0.284 -1.713 -1.576
5 F -1.236 -1.762 0.353
6 Br -1.723 0.457 -1.107
7 I -0.126 2.206 1.157

2.
Entry from the Open Molecules 2025 dataset: one molecule with the formula C2BrF2IO (wB97M-V/def2-TZVPD).

Computed properties:
Multiplicity ... 1
Frontier orbital gap ... 9.61 eV
HOMO level ... -10.5 eV

Geometry (Å):
1 C -0.919 0.162 0.117
2 C 0.542 0.121 -0.200
3 O -1.835 0.367 -0.590
4 F 1.031 0.995 -1.443
5 F 1.346 0.544 0.735
6 Br 0.962 -1.671 -0.760
7 I -1.127 -0.518 2.140

Most stable structure - 2; separation to the second - 250.1 kJ/mol.

1.
Entry from the Open Molecules 2025 dataset: a 7-piece molecular cluster, C5H24N2O6 overall (wB97M-V/def2-TZVPD).

Computed properties:
Multiplicity ... 1
Frontier orbital gap ... 8.61 eV
HOMO level ... -8.7 eV

Geometry (Å):
1 C 0.224 -1.668 -2.893
2 C 0.789 -0.321 -2.603
3 C -0.152 0.489 -1.640
4 C 0.011 0.768 -0.362
5 N -1.116 1.415 0.313
6 C -0.656 2.344 1.376
7 N 0.117 -2.547 -1.710
8 H -0.817 -1.640 -3.243
9 H 0.791 -2.216 -3.647
10 H 1.679 -0.318 -1.923
11 H 0.793 0.240 -3.541
12 H -0.890 0.736 -2.381
13 H 0.908 0.500 0.174
14 H -1.540 2.000 -0.393
15 H 0.335 2.204 1.814
16 H -0.582 3.361 0.926
17 H -1.182 2.435 2.314
18 H 0.561 -2.298 -0.833
19 H -0.859 -2.669 -1.478
20 H -3.571 -1.253 -1.213
21 H -2.324 -0.613 -0.701
22 O -2.648 -1.136 -1.449
23 H 2.749 0.677 2.251
24 H 1.696 1.241 1.303
25 O 2.618 1.319 1.558
26 H 2.466 -1.416 2.455
27 H 0.964 -1.654 2.159
28 O 1.784 -1.302 1.794
29 H 2.614 1.707 -1.546
30 H 2.389 2.912 -2.568
31 O 2.634 2.655 -1.670
32 H -1.517 -3.116 1.742
33 H -1.398 -2.054 2.822
34 O -1.085 -2.936 2.585
35 H -2.077 -0.043 3.295
36 H -2.076 1.477 3.261
37 O -1.635 0.720 3.653

2.
Entry from the Open Molecules 2025 dataset: a 6-piece molecular cluster, C5H24N2O6 overall (wB97M-V/def2-TZVPD).

Computed properties:
Multiplicity ... 1
Frontier orbital gap ... 8.03 eV
HOMO level ... -8.1 eV

Geometry (Å):
1 N 0.079 1.542 2.267
2 C 0.158 0.586 1.147
3 C 0.948 1.175 -0.049
4 N 1.197 0.263 -1.146
5 C 0.005 -0.435 -1.612
6 C 2.369 -0.588 -1.156
7 C 3.011 -1.122 0.128
8 O 2.144 -1.914 0.946
9 H 0.205 1.007 3.115
10 H -0.843 1.942 2.243
11 H 0.562 -0.398 1.376
12 H -0.831 0.381 0.717
13 H 1.904 1.508 0.354
14 H 0.328 1.975 -0.453
15 H -0.854 0.234 -1.604
16 H -0.266 -1.291 -0.973
17 H 0.191 -0.798 -2.613
18 H 3.203 -0.103 -1.690
19 H 2.201 -1.480 -1.767
20 H 3.854 -1.699 -0.277
21 H 3.405 -0.398 0.839
22 H 1.817 -2.657 0.429
23 H -1.708 -3.283 1.432
24 H -1.989 -1.971 2.197
25 O -2.382 -2.619 1.601
26 H -1.100 2.838 -2.421
27 H -2.417 2.385 -3.114
28 O -1.773 3.097 -3.056
29 H -4.511 -1.529 -0.590
30 H -3.475 -1.781 0.536
31 O -3.895 -1.072 -0.007
32 H 2.656 2.015 2.428
33 H 2.544 0.500 2.309
34 O 3.103 1.195 2.667
35 H -3.193 0.082 -1.041
36 H -3.511 1.627 -1.433
37 O -3.136 0.788 -1.727

Most stable structure - 2; separation to the second - 168.1 kJ/mol.

1.
Entry from the Open Molecules 2025 dataset: an isolated ion of composition C5H11N4 and charge +1 (wB97M-V/def2-TZVPD).

Computed properties:
Total charge ... +1
Multiplicity ... 1
Frontier orbital gap (alpha / beta) ... 7.67 / 7.67 eV
HOMO level (alpha / beta) ... -12.1 / -12.1 eV

Geometry (Å):
1 C -0.364 1.051 -0.241
2 C -2.910 0.110 -0.011
3 C 3.109 -0.080 -0.672
4 C 1.156 -0.328 1.361
5 C 0.822 0.210 0.060
6 N -0.662 2.164 -0.407
7 N -3.955 -0.604 -0.232
8 N 1.832 0.516 -0.712
9 N -1.610 -0.144 -0.075
10 H -3.026 1.163 0.266
11 H 3.105 -1.076 -0.342
12 H 3.430 -0.146 -1.739
13 H 3.650 0.509 -0.031
14 H 0.433 -0.233 2.124
15 H 2.040 0.139 1.707
16 H 1.256 -1.471 1.192
17 H -4.864 -0.220 -0.095
18 H -3.840 -1.660 -0.202
19 H 1.701 1.082 -1.500
20 H -1.303 -0.982 -0.452

2.
Entry from the Open Molecules 2025 dataset: a 2-piece molecular cluster, C5H11N4 overall (wB97M-V/def2-TZVPD).

Computed properties:
Total charge ... +1
Multiplicity ... 1
Frontier orbital gap ... 8.98 eV
HOMO level ... -11.7 eV

Geometry (Å):
1 C -0.955 0.256 -1.848
2 C -1.905 1.265 -2.043
3 C -1.678 0.910 0.146
4 C -0.702 0.063 -0.472
5 C 1.055 -1.603 0.594
6 N -2.407 1.673 -0.931
7 N 0.613 -1.618 1.810
8 N 2.132 -0.888 0.312
9 N 2.629 -0.018 1.190
10 H -0.316 -0.199 -2.739
11 H -2.189 1.627 -3.010
12 H -0.985 1.442 0.767
13 H 0.662 -2.291 -0.147
14 H -3.229 2.258 -0.661
15 H 0.998 -0.880 2.379
16 H -0.101 -2.138 2.127
17 H 2.613 -0.995 -0.693
18 H -2.496 0.562 0.821
19 H 3.462 -0.374 1.620
20 H 2.800 0.947 0.776

3.
Entry from the Open Molecules 2025 dataset: a 2-piece molecular cluster, C5H11N4 overall (wB97M-V/def2-TZVPD).

Computed properties:
Total charge ... +1
Multiplicity ... 1
Frontier orbital gap ... 8.46 eV
HOMO level ... -13.1 eV

Geometry (Å):
1 C 3.203 0.322 0.761
2 C 2.812 1.311 -0.192
3 C 2.239 -0.617 0.726
4 C -2.731 1.389 -0.180
5 C 0.211 -0.913 -0.648
6 N 1.745 0.978 -0.822
7 N 1.342 -0.240 -0.303
8 N -0.274 -2.131 -0.441
9 N -2.457 0.054 0.438
10 H 4.058 0.314 1.417
11 H 3.192 2.236 -0.464
12 H 2.224 -1.481 1.429
13 H -3.065 2.119 0.526
14 H -1.756 1.527 -0.640
15 H -3.449 1.220 -0.896
16 H -0.611 -0.425 -1.214
17 H -1.262 -2.170 -0.649
18 H 0.338 -2.827 -0.071
19 H -2.885 -0.671 -0.113
20 H -2.872 0.008 1.336

Most stable structure - 3; separation to the second - 65.3 kJ/mol.